# 1
The following is a quantum chemistry calculation of a cluster of 9 separate species, C48H120F2N9O20S2 in total in a non-equilibrium geometry, from the Open Molecules 2025 dataset.

Computed properties:
HOMO   -6.371 eV
F_max   8.34 eV/A
Charge   -1
Frontier orbital gap   0.30013 hartree
LUMO level   1.80 eV
Energy above the lowest of the compared OMol25 structures with the same formula, charge and spin   172.7 kcal/mol

```
201
Properties=species:S:1:pos:R:3:forces:R:3
N 1.8235 -2.4726 0.4102 -2.95 1.87 5.67
S 1.2216 -2.4248 -0.9571 1.74 0.20 -8.15
O 0.9986 -1.0873 -1.5650 -0.69 -2.51 1.49
O 0.4523 -3.5723 -1.4141 0.38 1.55 0.55
F 2.7216 -2.7252 -1.5544 -0.45 -0.39 -0.88
S 0.5037 -1.7539 1.2303 -1.57 -2.60 2.19
O -0.8603 -2.1891 0.8671 2.69 0.80 0.00
O 0.6736 -0.3841 1.5650 0.53 -0.01 0.08
F 0.6957 -2.6141 2.6257 0.25 1.07 -0.98
C -3.6349 5.4882 -1.3724 0.00 -1.97 2.14
O -3.9566 6.7855 -1.6932 0.35 1.11 -0.61
C -3.3228 7.1377 -2.9014 -0.15 0.84 -1.99
C -3.2239 8.6485 -3.1995 -0.79 0.61 1.82
N -4.4926 9.3527 -3.4133 -1.16 0.23 0.80
C -4.6676 10.6436 -2.6833 0.37 -0.52 -1.39
C -5.9971 11.1607 -3.2243 1.04 1.13 0.10
O -6.3660 12.3870 -2.5535 0.84 0.47 -1.25
C -5.6134 13.5498 -3.0158 -1.07 0.45 0.53
H -2.6969 5.3799 -0.8279 0.75 0.35 -0.53
H -3.6837 4.7049 -2.1288 0.02 0.47 -0.69
H -4.2837 5.1075 -0.5835 -0.72 0.37 -0.10
H -3.8870 6.6735 -3.7103 -0.25 -0.11 -0.31
H -2.3179 6.7420 -3.0482 0.27 -0.18 0.70
H -2.5684 8.9285 -4.0242 0.21 -0.61 0.02
H -2.8617 9.1157 -2.2838 0.93 -0.18 0.18
H -5.2507 8.8677 -2.9550 0.02 -1.14 -0.37
H -3.8509 11.2898 -3.0054 -0.05 0.29 0.09
H -4.6462 10.6068 -1.5942 -0.04 -0.36 0.19
H -6.7919 10.4157 -3.1861 -0.16 0.22 0.60
H -5.7995 11.2877 -4.2887 -0.31 0.44 -0.21
H -6.0847 14.1434 -3.7991 -0.56 -0.78 -0.74
H -4.5789 13.4340 -3.3390 0.02 -0.67 0.38
H -5.6801 14.3129 -2.2402 0.44 -0.46 0.63
C 7.1515 -0.4179 -5.8263 -0.19 -0.78 -1.19
O 7.0511 -1.7261 -6.4335 0.17 0.20 0.49
C 6.5899 -1.8136 -7.8227 -0.62 -0.38 4.44
C 7.6074 -1.2571 -8.6690 1.11 0.05 -2.43
N 8.8874 -2.0103 -8.7528 -0.60 -0.10 1.26
C 10.0018 -1.3542 -9.3663 -0.10 1.22 -1.82
C 10.3583 0.0218 -8.7883 0.48 -0.61 -0.07
O 10.9999 -0.1370 -7.5116 1.12 0.61 0.36
C 12.4151 -0.4673 -7.4529 -0.72 -1.38 -1.32
H 7.8764 0.2353 -6.3120 0.54 -0.18 -0.07
H 7.4542 -0.5780 -4.7915 -0.32 0.08 -0.12
H 6.2169 0.1282 -5.9541 -0.40 -0.12 0.51
H 5.6702 -1.2286 -7.8268 -0.18 0.14 -0.62
H 6.3198 -2.8677 -7.8863 0.32 0.02 -0.59
H 7.6979 -0.2093 -8.3826 0.23 0.15 -0.19
H 7.0759 -1.3063 -9.6194 0.64 0.38 -0.82
H 9.2561 -2.0905 -7.8159 -0.71 -0.57 0.74
H 9.8165 -1.2583 -10.4361 -0.39 0.45 -0.29
H 10.8769 -2.0010 -9.4289 0.09 -0.18 0.76
H 9.4750 0.6428 -8.6390 -0.10 -0.29 0.45
H 10.8826 0.6090 -9.5422 0.90 -0.05 0.17
H 13.1778 0.3069 -7.3695 -0.69 0.68 0.26
H 12.6986 -1.0312 -8.3415 -0.08 0.18 -0.60
H 12.6101 -1.2517 -6.7216 -0.47 0.46 0.68
C -15.7513 -1.1777 0.8555 0.11 -1.43 -1.02
O -14.6389 -1.0383 -0.0255 0.38 0.47 0.24
C -14.0041 -2.2873 -0.3268 -0.79 -0.13 -1.13
C -13.1435 -2.1706 -1.6229 -0.68 2.14 0.23
N -11.9007 -1.3732 -1.4249 -0.42 -1.93 -0.47
C -10.8158 -2.2994 -1.0767 0.77 2.04 0.52
C -9.5989 -1.4918 -0.4851 -0.63 -1.18 -0.42
O -9.7525 -1.2928 0.9071 0.63 0.13 0.67
C -8.4993 -1.3509 1.6210 -0.12 -0.07 -1.01
H -16.5023 -1.8016 0.3707 -0.43 0.05 -0.56
H -16.2477 -0.2328 1.0766 0.69 0.01 0.27
H -15.5075 -1.8497 1.6783 0.31 0.74 0.80
H -14.8302 -2.9721 -0.5188 -0.03 -0.50 -0.15
H -13.4639 -2.6830 0.5333 0.34 0.16 0.12
H -13.6798 -1.5647 -2.3533 -0.77 0.12 0.26
H -13.0495 -3.0831 -2.2116 0.68 -0.39 0.72
H -12.1177 -0.7176 -0.6878 0.31 0.06 0.28
H -10.4893 -2.8148 -1.9799 0.01 0.13 -0.16
H -11.1592 -3.0729 -0.3897 0.27 -0.08 0.46
H -9.4369 -0.5210 -0.9535 -0.40 0.06 -0.37
H -8.7266 -2.0858 -0.7578 0.39 -0.14 0.51
H -8.5592 -0.9086 2.6154 -0.54 -0.45 0.00
H -7.6986 -0.7945 1.1336 -0.11 0.32 -0.41
H -8.1640 -2.3874 1.5855 0.05 -0.13 0.61
C -4.5435 -5.1503 -4.1049 -0.72 1.49 -0.14
O -4.7937 -3.8233 -4.6471 -0.14 -0.53 -0.19
C -3.6568 -2.9664 -4.6270 0.31 -0.08 -0.09
C -3.9458 -1.5429 -5.1976 -1.28 -0.86 1.72
N -2.8103 -0.6935 -5.4657 0.76 0.06 -1.70
C -2.4133 -0.6991 -6.9067 -0.53 -0.66 0.16
C -2.0441 -2.0724 -7.4169 -0.01 1.19 0.11
O -0.9956 -2.5586 -6.6319 -0.34 -1.08 0.22
C -0.8941 -3.9462 -6.8236 0.67 -0.77 -0.30
H -4.4209 -5.0868 -3.0237 0.57 0.03 0.08
H -3.7045 -5.6274 -4.6116 0.06 -0.07 0.13
H -5.4694 -5.7119 -4.2285 0.10 -0.02 -0.42
H -2.8403 -3.4330 -5.1782 0.18 -0.07 0.07
H -3.3692 -2.8363 -3.5837 0.44 -0.05 0.11
H -4.4305 -1.0686 -4.3442 -0.60 0.17 -0.17
H -4.6967 -1.6444 -5.9812 0.26 0.30 -0.37
H -2.0658 -1.0706 -4.8967 0.57 0.29 -0.03
H -1.6214 -0.0345 -7.2521 -0.04 0.53 0.95
H -3.3127 -0.4743 -7.4800 -0.10 0.56 0.03
H -1.6984 -1.9782 -8.4463 -0.21 -0.22 -0.40
H -2.9856 -2.6189 -7.3638 0.26 -0.95 -0.01
H -1.8426 -4.4790 -6.7561 -0.33 0.16 0.44
H -0.1743 -4.3993 -6.1419 -0.11 0.34 0.24
H -0.5530 -4.2040 -7.8263 0.26 0.26 -0.40
C -1.6922 13.5037 2.1019 -1.17 0.82 0.62
O -1.3290 12.3798 1.3849 2.03 -0.14 -0.48
C 0.1266 12.2909 1.2085 -0.80 -1.77 1.00
C 0.7432 11.5766 2.4978 -0.01 0.32 -2.50
N 2.1863 11.1193 2.3255 -1.44 0.50 0.70
C 2.4798 10.2928 1.1731 0.94 -0.59 -1.23
C 1.9298 8.8671 1.2197 -0.92 1.13 -0.71
O 2.3306 8.2337 2.3845 -1.13 -2.21 0.85
C 1.6872 6.8938 2.4658 1.90 0.31 0.38
H -1.9044 13.3298 3.1568 0.39 -0.38 0.35
H -2.6590 13.8464 1.7332 0.02 0.21 -0.33
H -0.9706 14.3185 2.0432 0.09 0.09 -0.17
H 0.5798 13.2670 1.0356 -0.10 0.07 -0.03
H 0.2135 11.6580 0.3254 0.27 0.12 0.02
H 0.0850 10.7300 2.6927 -0.14 0.00 0.14
H 0.5789 12.3477 3.2506 0.74 -0.39 0.53
H 2.2863 10.4319 3.0587 0.39 0.29 0.75
H 3.5571 10.1826 1.0489 0.35 0.27 0.53
H 2.2220 10.7686 0.2269 -0.48 0.02 0.05
H 2.1796 8.2394 0.3643 0.29 0.27 -0.39
H 0.8549 9.0406 1.1687 -0.62 -0.60 0.25
H 2.0262 6.2375 1.6643 -0.46 0.52 -0.91
H 0.6052 6.8805 2.5973 0.09 0.43 -0.17
H 2.1746 6.3245 3.2573 -0.24 0.67 0.74
C 5.2160 -4.6351 6.5990 0.45 2.18 -1.32
O 5.4588 -3.6022 5.5448 -0.84 -1.93 -0.61
C 6.1652 -2.4091 5.8515 -0.15 -1.58 1.47
C 6.2146 -1.4622 4.6734 0.39 -1.53 0.52
N 7.1784 -1.9430 3.6520 -1.60 -0.13 2.20
C 6.9918 -1.2145 2.4619 0.67 -0.07 -1.80
C 8.1647 -1.6175 1.5008 -2.05 -0.70 0.11
O 8.0597 -3.0403 1.2883 -0.46 0.73 1.28
C 9.1930 -3.5835 0.6631 -0.28 1.11 0.95
H 5.7835 -4.2704 7.4552 -0.40 -0.47 0.47
H 5.5055 -5.6472 6.3163 0.68 0.30 -0.44
H 4.1363 -4.7220 6.7202 0.01 0.49 0.48
H 7.1410 -2.7408 6.2064 0.59 0.43 -0.01
H 5.6306 -2.0119 6.7143 0.13 0.86 0.12
H 6.4833 -0.4718 5.0410 -0.17 0.34 0.02
H 5.1715 -1.4896 4.3584 0.16 0.35 -0.81
H 8.0966 -1.8587 4.0641 0.26 0.13 -0.25
H 6.9163 -0.1380 2.6158 0.69 0.64 -0.05
H 5.9861 -1.4196 2.0950 0.15 -0.58 -0.50
H 9.0637 -1.2850 2.0199 0.56 -0.41 -0.07
H 8.1145 -1.1485 0.5182 -0.03 0.42 -0.01
H 9.1132 -3.1629 -0.3393 1.01 -0.79 -0.53
H 9.2357 -4.6613 0.8199 -0.51 0.00 -0.69
H 10.0346 -3.2113 1.2474 0.73 0.19 -0.52
C 1.7236 -9.3873 3.2808 0.66 1.57 0.72
O 1.8051 -8.3270 2.3099 -2.59 -1.16 -1.57
C 0.8140 -8.4571 1.2041 1.06 -0.68 -0.45
C 1.4070 -9.1919 -0.0923 0.68 2.96 -0.43
N 2.5807 -8.3977 -0.6592 1.65 -1.53 0.67
C 3.3122 -9.0225 -1.8048 -1.59 -0.42 1.26
C 4.5219 -8.2220 -2.2160 0.97 -0.17 1.00
O 5.4573 -8.0528 -1.1005 0.93 -0.15 -1.37
C 6.3878 -9.1736 -0.8711 -2.74 0.09 0.27
H 0.8709 -10.0599 3.3733 0.01 -0.49 -1.55
H 1.5378 -8.9129 4.2444 0.71 0.47 0.34
H 2.7256 -9.8162 3.2691 -0.38 -0.73 0.29
H 0.3751 -7.4819 0.9930 0.68 0.23 -0.14
H -0.0530 -9.0474 1.5007 0.09 -0.28 0.43
H 0.7766 -9.1886 -0.9815 -1.38 -0.28 0.54
H 1.5613 -10.2372 0.1754 0.97 0.14 -0.12
H 2.3785 -7.4960 -1.0669 -1.08 0.29 0.86
H 2.5460 -9.0610 -2.5791 0.36 -0.26 -1.01
H 3.5490 -10.0570 -1.5562 0.24 -0.05 0.09
H 4.1994 -7.2551 -2.6022 0.18 0.41 0.61
H 5.0465 -8.6549 -3.0678 0.01 -0.46 -0.04
H 6.7039 -9.7354 -1.7500 0.28 0.59 -0.43
H 5.7257 -9.8652 -0.3502 0.43 -0.54 0.43
H 7.2063 -8.9133 -0.2001 -0.15 0.47 -0.36
C -2.3340 0.3059 8.7291 -0.26 0.17 -0.29
O -2.5867 -0.8792 9.4925 0.72 1.40 0.05
C -1.8180 -1.9123 8.9265 -1.53 -2.09 -1.59
C -1.8000 -3.1227 9.8227 -0.52 -0.75 0.09
N -1.2289 -2.7336 11.0352 2.06 -0.93 3.67
C -1.0210 -3.8455 12.0478 -0.57 0.10 -2.99
C -0.7165 -3.4570 13.4058 0.40 1.21 0.89
O 0.6090 -2.9970 13.5766 0.70 1.07 0.98
C 1.1953 -1.8061 12.9590 0.19 -1.56 -0.28
H -1.2756 0.5603 8.7863 0.05 0.05 -0.13
H -2.9203 1.1903 8.9786 -0.13 -0.34 1.11
H -2.6495 0.1998 7.6912 0.38 -0.61 -0.35
H -0.8264 -1.7073 8.5229 0.23 0.74 0.70
H -2.3827 -2.2299 8.0499 0.00 -0.07 -0.58
H -1.3052 -4.0166 9.4430 1.00 0.52 -0.64
H -2.7462 -3.6350 9.9970 -1.21 0.66 -0.21
H -1.7268 -1.9902 11.5038 -0.25 0.11 -0.28
H -0.1919 -4.4939 11.7645 0.05 0.00 -0.64
H -1.9020 -4.4853 12.1004 -0.44 -0.20 -0.19
H -0.8086 -4.3641 14.0032 0.28 0.07 0.26
H -1.4885 -2.7787 13.7692 0.06 0.55 0.32
H 0.6972 -0.8380 13.0115 -0.83 -0.38 -0.05
H 1.4439 -2.1255 11.9469 -0.30 0.66 -0.29
H 2.1576 -1.6254 13.4378 -0.08 -0.40 0.41
```
Forces are in eV/Å.

Löwdin atomic charge list, values in e, 6 entries:
1. N -0.272
2. S 0.437
3. O -0.332
4. O -0.318
5. F -0.260
6. S 0.592

***

# 2
The following is a quantum chemistry calculation of an isolated molecule of C5H12N2O in a non-equilibrium geometry, from the Open Molecules 2025 dataset.

Computed properties:
HOMO   -9.145 eV
F_max   1.83 eV/A
SMILES string   CCCC(=O)NCN
Charge   0
Frontier orbital gap   0.36574 hartree
LUMO level   0.81 eV
Energy above the lowest of the compared OMol25 structures with the same formula, charge and spin   19.0 kcal/mol

```
20
Properties=species:S:1:pos:R:3:forces:R:3
C -2.8387 0.7128 1.2372 0.60 -0.12 -0.32
C -1.3718 0.3210 0.8579 -0.81 1.20 1.12
C -0.7549 1.2463 -0.1832 0.26 -0.37 0.63
C 0.5669 0.8240 -0.8018 0.27 0.18 -0.18
O 1.2343 1.6236 -1.4399 -0.09 -0.05 0.01
N 0.9704 -0.4561 -0.5998 -0.27 -0.03 -0.01
C 2.1924 -1.0230 -1.1822 -0.14 0.08 0.83
N 2.9133 -1.8774 -0.2745 -0.17 -0.01 -1.36
H -2.9160 0.9866 2.2889 -0.04 0.05 -0.06
H -3.1697 1.5577 0.6301 -0.15 -0.08 0.09
H -3.4938 -0.1405 1.0626 -0.16 0.17 -0.01
H -1.3990 -0.6986 0.5822 0.10 -1.15 -0.60
H -0.8076 0.3685 1.7921 0.32 -0.06 -0.19
H -0.5471 2.1936 0.3095 -0.04 0.23 -0.17
H -1.4603 1.4439 -0.9791 -0.11 0.04 -0.35
H 0.3447 -1.0724 -0.1102 0.12 -0.07 -0.02
H 1.9251 -1.6070 -2.0624 0.15 0.05 -0.10
H 2.7866 -0.1644 -1.4569 0.18 0.10 -0.29
H 2.4818 -2.7792 -0.1960 0.22 -0.10 0.64
H 3.3434 -1.4593 0.5256 -0.22 -0.07 0.33
```
Forces are in eV/Å.

Löwdin atomic charge list, values in e, 6 entries:
1. C -0.090
2. C -0.254
3. C -0.116
4. C -0.500
5. O 0.037
6. N 0.065